(1)
Below is C5H7NO2 as an isolated structure, with properties calculated with ωB97M-V/def2-TZVPD.

Geometry as XYZ:
```
15
Properties=species:S:1:pos:R:3:forces:R:3:mulliken_charge:R:1
C -1.0081 -0.6293 -0.1602 1.5653 -4.9232 -0.7295 -0.055
C -0.3753 0.4643 -0.9523 0.3572 0.4475 -0.0228 -0.199
C -0.4728 0.0695 0.9976 1.8867 1.6243 -1.0502 -0.416
C 1.0594 0.0910 0.8092 0.2051 -0.1799 -2.0893 -0.268
C 1.1850 0.4167 -0.6950 -0.9833 -1.4524 1.4533 -0.226
H -2.6605 0.2304 0.1081 -0.1557 0.3061 -0.0324 0.378
H -0.5761 -1.6845 -0.3178 -1.0356 1.3776 0.0470 0.431
H -0.8856 0.6198 -1.9105 0.6449 0.7298 0.1613 0.446
H -0.9651 -0.0403 1.9262 -0.1524 0.2059 1.1552 0.504
H 1.6620 0.5791 1.5268 0.6606 0.2489 0.6158 0.436
H 2.6315 -0.8884 -0.0221 1.8273 0.1677 0.0390 0.266
H 1.9344 1.0234 -1.2070 -0.5465 0.1870 0.4381 0.421
N 1.6631 -0.9116 -0.1565 -3.2438 0.9449 0.3795 -0.602
O -2.3787 -0.6498 -0.1525 -1.0765 -0.4840 -0.5010 -0.629
O -0.8131 1.3099 0.2060 0.0467 0.7998 0.1361 -0.489
```
Forces are in eV/Å.

The energy above the lowest of the compared OMol25 structures with the same formula, charge and spin is 386.5 kJ/mol. The gap between HOMO and LUMO is 10.43 eV. The LUMO energy is 0.0367 Eh. As for the strongest force on any atom: 5.2 eV/Å.

(2)
Below is C5H7NO2 in the gas phase, with properties calculated with ωB97M-V/def2-TZVPD.

Geometry as XYZ:
```
15
Properties=species:S:1:pos:R:3:forces:R:3:mulliken_charge:R:1
C -1.1786 -0.9189 0.9459 2.1896 -0.7866 0.2873 -1.107
C -0.2253 0.2015 1.3428 1.7991 -0.5059 -0.6998 0.513
O 0.4400 0.3107 2.3534 -1.3532 -0.3430 -0.5548 -0.591
C 0.2452 1.1692 0.1262 1.1158 -2.0912 2.1947 1.093
C 1.0143 0.2197 -0.9135 -4.6956 0.0982 -1.1695 -1.340
O 1.0982 2.0989 0.7385 -0.0152 0.5470 -1.6712 -0.606
C -0.9420 1.8084 -0.3533 -0.1543 0.4816 -0.6683 0.056
N -1.9045 2.3230 -0.6934 -0.5677 0.1740 -0.1963 -0.460
H -2.1080 -0.4353 0.7420 -0.7700 -0.1802 -0.8290 0.382
H -1.2842 -1.6499 1.7512 -0.0968 0.3404 0.0970 0.345
H -0.6403 -1.5106 0.1010 -1.4834 1.3109 1.0334 0.272
H 1.3175 -0.7252 -0.4568 1.4091 0.8309 0.0232 0.338
H 0.2008 -0.2411 -1.6538 1.2649 1.1847 1.4066 0.334
H 1.4997 0.9426 -1.5545 1.3838 -0.6302 0.1532 0.393
H 1.2645 1.8071 1.6365 -0.0262 -0.4306 0.5935 0.377
```
Forces are in eV/Å.

The energy above the lowest of the compared OMol25 structures with the same formula, charge and spin is 164.5 kJ/mol. The gap between HOMO and LUMO is 10.92 eV. The LUMO energy is 0.0157 Eh. Its SMILES is CC(=O)[C@](C)(O)C#N. As for the strongest force on any atom: 4.8 eV/Å.

(3)
Below is C5H7NO2 in the gas phase, with properties calculated with ωB97M-V/def2-TZVPD.

Geometry as XYZ:
```
15
Properties=species:S:1:pos:R:3:forces:R:3:mulliken_charge:R:1
N 1.0884 1.7515 -1.0917 -1.8639 0.7700 -1.5036 -0.546
C 0.2431 0.8406 -0.4443 3.0651 0.5504 -0.5181 0.489
C -0.8930 0.9944 0.2138 -3.0808 1.5275 -0.5083 -0.773
C -1.2586 -0.2283 0.9772 1.8395 -0.1540 -1.6304 0.412
O -2.2860 -0.5864 1.4714 -0.5530 0.3272 0.6123 -0.568
C -0.0349 -1.1553 0.7596 1.3520 -0.9928 -0.1347 -0.710
C 1.0534 -0.3815 -0.1124 -2.6610 -0.2653 2.4936 0.228
O 1.4497 -1.0231 -1.2844 -0.0243 1.3590 -0.7632 -0.548
H 0.5762 2.4392 -1.6852 0.7615 -0.5881 0.8082 0.268
H 1.8266 1.3049 -1.6409 -0.4846 0.0542 0.2490 0.269
H -1.6137 1.8548 -0.0364 1.1801 -1.3336 0.8907 0.274
H -0.4243 -1.9996 0.1778 0.0417 0.1766 -0.1901 0.261
H 0.4078 -1.6645 1.6391 -0.4373 0.6937 -0.0756 0.367
H 1.8001 0.1402 0.5351 0.4856 -1.3546 -0.4680 0.270
H 1.8388 -1.8785 -1.2066 0.3794 -0.7702 0.7383 0.307
```
Forces are in eV/Å.

The energy above the lowest of the compared OMol25 structures with the same formula, charge and spin is 104.5 kJ/mol. The gap between HOMO and LUMO is 9.66 eV. The LUMO energy is 0.0180 Eh. Its SMILES is NC1=CC(=O)C[C@H]1O. As for the strongest force on any atom: 3.7 eV/Å.

(4)
Below is C5H7NO2 as an isolated structure, with properties calculated with ωB97M-V/def2-TZVPD.

Geometry as XYZ:
```
15
Properties=species:S:1:pos:R:3:forces:R:3:mulliken_charge:R:1
C 2.4029 -0.1600 0.1020 1.1332 1.5096 0.6207 -0.584
C 0.0815 -0.6568 -0.4525 3.5558 -3.1845 1.1519 0.269
C -1.1415 -1.4206 -0.0971 -1.8878 -2.8398 -0.8096 -0.209
C -2.3103 -0.6495 -0.1476 6.1422 0.1404 0.5199 -0.557
C -0.2566 0.6049 -0.4801 -3.6778 2.7143 1.9678 0.735
H 2.3252 -0.2311 1.4973 0.0756 0.7127 -4.5916 0.210
H 2.3745 1.0478 -0.5110 -0.4589 -3.7783 2.5194 0.213
H 3.4656 -0.4527 -0.1966 -1.5591 -0.1499 0.6975 0.266
H -1.1840 -2.5744 0.0464 0.3602 2.1921 -0.5267 0.281
H -3.3305 -1.0246 -0.1332 0.2101 1.0049 0.1220 0.377
H -2.1749 1.6599 1.3187 1.0816 -1.6110 -2.7348 0.163
H -0.4341 2.5181 0.3106 3.1516 -3.5355 -3.3359 0.368
N -1.6564 0.6954 -0.3570 -3.5196 0.6874 1.2124 -0.545
O 1.5082 -1.1467 -0.4986 -2.7848 2.1149 0.6697 -0.395
O 0.3305 1.7902 -0.4013 -1.8224 4.0227 2.5175 -0.594
```
Forces are in eV/Å.

The energy above the lowest of the compared OMol25 structures with the same formula, charge and spin is 1036.4 kJ/mol. The gap between HOMO and LUMO is 6.04 eV. The LUMO energy is -0.0862 Eh. As for the strongest force on any atom: 6.2 eV/Å.

(5)
Below is C5H7NO2PS as an isolated structure, with properties calculated with ωB97M-V/def2-TZVPD.

Geometry as XYZ:
```
17
Properties=species:S:1:pos:R:3:forces:R:3:mulliken_charge:R:1
C -1.8834 0.5757 1.4154 0.3127 -2.8180 1.4267 0.464
C -3.2311 -1.3559 1.9542 2.1559 0.7548 0.0860 0.578
C -0.5478 -0.2382 1.8803 -3.0138 -1.2702 2.0362 -0.236
C 1.1916 0.8986 0.1594 -0.7001 -0.2147 2.4689 -1.073
C -0.2568 -1.1802 -0.8404 -1.2795 -2.5420 3.1215 -1.211
N -3.0571 -0.0863 1.5970 0.5096 2.1099 -1.0361 -0.651
O -1.6764 1.6913 0.9751 -0.2623 0.1515 -0.0594 -0.599
O -4.2649 -1.9479 1.9425 -1.1162 -1.1787 0.2576 -0.570
P 0.6603 -0.8156 0.7374 1.1530 0.3647 -1.2220 0.111
S -1.6512 -2.2577 2.5296 0.9941 2.9822 -0.9745 -0.267
H -0.0616 0.2055 2.8056 -0.7443 -0.6648 -1.0439 0.296
H 2.1086 0.7618 -0.3256 1.3971 0.0164 -0.9955 0.381
H 1.3735 1.5395 1.0978 -0.6098 -0.5699 -1.7316 0.283
H 0.3783 1.1567 -0.5119 0.2122 0.9980 0.2814 0.318
H -0.4108 -2.2913 -0.8073 0.4482 0.9155 -0.8925 0.302
H 0.1592 -0.7143 -1.6514 1.7152 0.3961 -2.1822 0.479
H -1.2444 -0.7916 -0.8346 -1.1721 0.5691 0.4594 0.394
```
Forces are in eV/Å.

The net charge is -1. The energy above the lowest of the compared OMol25 structures with the same formula, charge and spin is 56.9 kJ/mol. The gap between HOMO and LUMO is 8.08 eV. The LUMO energy is 0.1242 Eh. As for the strongest force on any atom: 4.2 eV/Å.

(6)
Below is C5H7NO2S in the gas phase, with properties calculated with ωB97M-V/def2-TZVPD.

Geometry as XYZ:
```
16
Properties=species:S:1:pos:R:3:forces:R:3:mulliken_charge:R:1
C 1.0516 1.0995 0.0148 -0.6851 0.0829 -0.2194 0.497
C -0.2731 1.7573 0.6156 0.6392 -0.1048 0.2157 -0.514
C -1.8117 -1.3912 0.7399 0.9145 -0.0784 0.7845 0.047
C -1.9425 -0.1835 -0.0302 0.3209 -0.6777 0.2156 0.453
C 1.8845 -0.8240 -1.0931 0.2580 0.2612 0.0573 -0.931
N 0.8165 0.0005 -0.6109 -1.4934 -0.6042 0.0688 -0.333
O 2.0611 1.7531 0.2583 0.6887 0.4147 0.3510 -0.708
O -2.6796 -1.2086 -0.4027 -0.3000 1.0545 -0.8395 -0.354
S -1.7496 1.4134 -0.3293 -0.3550 -0.2520 -0.2877 -0.050
H -0.4013 1.4061 1.6393 -0.0475 0.0741 -0.0111 0.256
H -0.1499 2.8408 0.6180 -0.1694 -0.0521 -0.0584 0.361
H -0.9475 -2.0178 0.5657 0.0133 0.0536 -0.1060 0.187
H -2.3203 -1.5017 1.6889 -0.1229 0.1046 -0.0054 0.243
H 1.8697 -0.8337 -2.1869 0.1510 -0.1130 0.0158 0.278
H 2.8578 -0.4607 -0.7452 0.0553 -0.1120 -0.0956 0.317
H 1.7343 -1.8493 -0.7422 0.1324 -0.0515 -0.0858 0.249
```
Forces are in eV/Å.

The energy above the lowest of the compared OMol25 structures with the same formula, charge and spin is 389.7 kJ/mol. The gap between HOMO and LUMO is 6.67 eV. The LUMO energy is -0.0401 Eh. As for the strongest force on any atom: 1.6 eV/Å.